1.
This record from the OMol25 dataset describes a molecular structure, C2H5NO3. The level of theory is ωB97M-V with the def2-TZVPD basis set.

```
11
Properties=species:S:1:pos:R:3:forces:R:3
C -1.243 0.166 -0.578 0.843 -1.433 0.063
C 0.147 -0.334 -0.056 -1.075 0.355 0.524
O 2.325 -0.061 0.667 -2.364 0.597 -0.172
O 0.371 -1.468 0.497 1.525 0.397 0.487
O -2.076 0.389 0.523 -0.361 0.277 0.252
N 0.974 0.633 -0.117 2.811 0.020 0.678
H 3.028 0.183 0.052 -0.084 -0.531 -0.101
H 1.639 -1.138 0.882 -1.376 0.414 -1.611
H -2.431 1.284 0.496 0.184 -0.154 0.005
H -1.118 1.039 -1.223 0.102 -0.170 0.110
H -1.618 -0.693 -1.143 -0.205 0.227 -0.235
```
Positions in Å, forces in eV/Å.

LUMO energy	0.0170	Ha
energy above the lowest of the compared OMol25 structures with the same formula, charge and spin	389.9	kJ/mol
orbital gap	10.659	eV

***

2.
This record from the OMol25 dataset describes 7 unconnected molecules or ions with the total composition C40H44Br2NS. The level of theory is ωB97M-V with the def2-TZVPD basis set.

```
88
Properties=species:S:1:pos:R:3:forces:R:3
C 3.201 -4.267 0.452 0.214 0.460 -0.816
C 2.621 -3.101 -0.473 -2.133 -0.647 0.337
Br 3.884 -1.810 -1.291 -1.338 -2.051 1.158
C 1.231 -2.944 -0.703 2.008 0.871 -0.313
Br 0.566 -1.463 -1.862 0.266 -1.580 1.298
S 0.010 -4.110 0.052 1.691 -0.094 0.006
C -1.526 -4.212 -0.990 -2.094 1.022 -0.399
N -2.417 -3.036 -0.818 0.711 -1.115 0.533
H 4.142 -4.673 -0.049 -1.124 0.712 0.861
H 3.430 -3.867 1.493 -0.129 -0.428 -1.433
H 2.486 -5.142 0.543 0.656 1.226 -0.174
H -0.326 -3.567 1.300 -0.160 -0.001 -1.361
H -1.208 -4.342 -2.070 0.266 0.289 1.347
H -2.120 -5.139 -0.710 1.220 0.902 -0.058
H -1.929 -2.246 -0.388 -0.358 -0.172 -0.522
H -3.216 -3.284 -0.223 0.462 0.193 -0.288
C 3.637 1.506 -1.882 0.001 0.075 -0.027
C 5.014 1.701 -1.892 -0.086 0.031 -0.011
C 5.533 2.979 -2.069 -0.058 -0.002 0.012
C 4.673 4.062 -2.227 -0.027 -0.117 0.029
C 3.296 3.865 -2.213 0.051 -0.008 0.018
C 2.780 2.586 -2.045 -0.024 0.044 -0.024
H 3.226 0.510 -1.748 -0.003 0.438 -0.072
H 5.684 0.857 -1.762 0.016 0.070 -0.012
H 6.606 3.132 -2.084 -0.072 -0.008 0.010
H 5.077 5.060 -2.361 -0.023 -0.072 0.004
H 2.625 4.709 -2.334 0.026 -0.069 -0.025
H 1.706 2.429 -2.039 0.028 0.061 -0.025
C -7.433 -0.378 -2.590 0.100 -0.018 -0.008
C -6.953 -1.112 -1.511 -0.034 -0.022 -0.042
C -5.632 -1.545 -1.497 0.026 0.054 -0.183
C -4.787 -1.236 -2.557 -0.035 0.056 -0.032
C -5.265 -0.498 -3.635 -0.060 0.016 0.044
C -6.589 -0.072 -3.654 0.040 -0.027 0.069
H -8.464 -0.043 -2.603 0.070 -0.030 0.001
H -7.610 -1.348 -0.681 0.040 -0.024 -0.081
H -5.260 -2.123 -0.658 -0.100 0.030 -0.018
H -3.756 -1.570 -2.542 -0.075 -0.003 -0.017
H -4.606 -0.255 -4.461 -0.051 -0.022 0.045
H -6.964 0.498 -4.496 0.023 -0.032 0.056
C 0.422 3.315 3.474 0.015 0.004 -0.048
C 0.552 4.696 3.382 0.021 -0.042 -0.030
C 1.177 5.265 2.277 -0.010 -0.094 -0.029
C 1.663 4.451 1.258 -0.003 -0.027 0.125
C 1.530 3.069 1.349 -0.002 -0.013 0.078
C 0.913 2.501 2.459 -0.011 0.152 -0.028
H -0.062 2.873 4.338 0.029 0.042 -0.049
H 0.167 5.331 4.172 0.035 -0.048 -0.053
H 1.284 6.341 2.208 -0.015 -0.068 0.004
H 2.147 4.895 0.394 0.006 -0.052 0.048
H 1.907 2.435 0.554 0.024 0.068 0.048
H 0.814 1.423 2.532 0.007 0.046 0.006
C -1.554 2.879 -1.628 -0.037 0.009 -0.124
C -0.757 4.000 -1.431 0.080 0.021 -0.008
C -0.907 5.114 -2.248 -0.089 -0.082 -0.064
C -1.866 5.111 -3.257 0.023 -0.070 0.052
C -2.667 3.990 -3.451 0.060 0.005 0.039
C -2.508 2.872 -2.640 0.046 0.033 0.002
H -1.431 2.009 -0.991 -0.018 0.052 0.011
H -0.016 4.002 -0.639 -0.110 0.019 -0.063
H -0.280 5.986 -2.098 -0.053 -0.038 0.009
H -1.988 5.982 -3.892 0.002 -0.061 0.039
H -3.414 3.988 -4.237 0.053 0.001 0.056
H -3.129 1.995 -2.795 -0.009 0.057 0.017
C 7.111 -3.174 1.399 0.013 -0.084 0.039
C 6.855 -3.167 2.767 -0.009 -0.066 -0.039
C 7.625 -3.947 3.623 0.015 -0.018 -0.062
C 8.656 -4.728 3.112 -0.063 0.052 -0.046
C 8.914 -4.733 1.746 -0.046 0.016 0.023
C 8.140 -3.959 0.888 -0.037 -0.002 0.051
H 6.509 -2.567 0.731 0.055 0.004 0.032
H 6.055 -2.552 3.166 0.069 -0.011 -0.005
H 7.421 -3.947 4.688 0.029 0.016 -0.064
H 9.259 -5.333 3.780 -0.038 0.045 -0.047
H 9.720 -5.341 1.348 -0.060 0.047 0.029
H 8.337 -3.967 -0.178 0.013 0.013 0.064
C -7.314 -0.701 2.908 0.110 -0.033 -0.014
C -6.834 -1.436 3.987 0.039 -0.008 -0.046
C -5.513 -1.869 4.002 0.001 0.004 -0.036
C -4.669 -1.559 2.940 -0.156 0.015 -0.044
C -5.148 -0.821 1.863 0.041 -0.070 0.088
C -6.472 -0.396 1.844 -0.015 0.004 0.083
H -8.345 -0.366 2.895 0.074 -0.014 0.007
H -7.491 -1.671 4.817 0.052 0.011 -0.062
H -5.142 -2.447 4.840 -0.031 0.051 -0.036
H -3.636 -1.893 2.954 -0.027 0.040 0.043
H -4.489 -0.578 1.036 -0.067 0.063 0.045
H -6.846 0.174 1.002 0.063 0.000 0.074
```
Positions in Å, forces in eV/Å.

LUMO energy	-0.1503	Ha
orbital gap	6.872	eV
net charge	+1

***

3.
This record from the OMol25 dataset describes a molecular structure, C30H43BF6N12O4S4Tl. The level of theory is ωB97M-V with the def2-TZVPD basis set.

```
101
Properties=species:S:1:pos:R:3:forces:R:3
Tl 12.218 11.859 12.178 0.145 -0.063 0.144
C 10.511 11.899 15.691 -0.386 -0.485 0.674
C 11.916 11.465 15.859 0.553 0.044 0.094
C 12.589 11.114 17.048 -0.623 0.028 0.290
C 13.878 10.817 16.691 -0.349 0.427 -0.011
C 14.974 10.376 17.600 -0.683 0.394 0.391
N 13.969 11.027 15.366 -0.248 -0.132 -0.526
N 12.759 11.420 14.844 0.579 -0.435 0.242
B 15.174 10.672 14.499 0.660 0.258 0.282
N 14.906 9.487 13.590 -1.197 0.830 -0.444
N 13.988 9.614 12.594 -0.014 -0.110 -0.354
C 14.009 8.473 11.910 -0.597 0.210 0.227
C 13.158 8.283 10.679 -0.640 -0.371 1.060
C 14.891 7.571 12.508 0.230 1.172 0.609
C 15.448 8.292 13.572 0.448 -1.965 -0.842
C 16.552 7.849 14.458 -0.196 -0.076 0.996
N 15.649 11.876 13.677 0.351 0.530 -0.827
N 14.778 12.479 12.807 0.243 0.841 0.391
C 15.333 13.627 12.403 0.911 -1.471 1.284
C 14.644 14.563 11.516 -1.075 0.203 -0.674
C 16.633 13.714 12.958 0.127 0.739 0.007
C 16.813 12.588 13.739 -1.216 0.682 -0.473
C 17.989 12.288 14.581 -0.190 -0.362 0.300
H 10.420 12.937 16.001 -0.164 0.282 -0.241
H 9.909 11.319 16.409 -0.047 0.122 -0.356
H 10.137 11.722 14.680 0.038 0.211 0.158
H 12.193 11.085 18.047 -0.147 -0.034 0.112
H 14.638 10.499 18.636 0.008 0.029 -0.174
H 15.865 10.961 17.471 0.512 0.154 -0.124
H 15.188 9.336 17.468 0.370 -0.675 -0.193
H 16.047 10.380 15.266 0.202 -0.057 -0.029
H 12.249 8.913 10.736 0.594 -0.028 -0.194
H 12.777 7.235 10.677 0.521 0.613 -0.429
H 13.753 8.542 9.810 -0.257 -0.190 -0.351
H 15.155 6.602 12.191 0.223 -0.899 -0.249
H 17.047 6.968 14.062 -0.075 -0.133 -0.098
H 16.211 7.620 15.494 0.165 0.132 -0.614
H 17.282 8.639 14.534 0.364 0.208 0.130
H 14.820 14.258 10.484 -0.179 0.128 -0.169
H 15.024 15.575 11.618 0.027 0.120 0.097
H 13.541 14.573 11.684 0.758 0.027 -0.134
H 17.318 14.570 12.923 -0.294 -0.551 -0.237
H 18.800 13.000 14.438 -0.122 0.039 -0.154
H 18.348 11.289 14.397 0.327 -0.416 -0.148
H 17.691 12.303 15.617 0.027 0.074 0.562
C 8.247 11.482 11.060 0.502 -0.307 0.195
C 8.380 12.819 11.693 -0.398 0.905 0.889
N 9.286 13.161 12.552 0.466 -0.042 -0.144
C 9.213 14.502 12.944 0.135 -2.166 -0.585
C 8.185 15.147 12.402 -1.417 0.919 -0.417
S 7.265 14.132 11.382 0.137 -0.321 -0.264
C 10.165 14.985 13.905 1.860 0.324 0.512
C 9.942 15.950 14.810 -0.097 0.945 0.887
S 11.326 16.218 15.810 -0.405 0.067 -0.299
C 12.185 15.017 14.915 -0.524 -0.445 -0.448
N 11.466 14.483 13.962 0.259 -0.277 0.229
C 13.567 14.582 15.333 0.058 0.435 -1.271
H 8.864 10.767 11.633 -0.339 0.260 -0.203
H 8.678 11.570 10.067 0.037 -0.215 -0.305
H 7.216 11.117 10.981 0.186 0.221 0.084
H 7.836 16.154 12.552 0.240 0.174 0.041
H 9.065 16.560 14.947 -0.154 -0.142 0.034
H 14.350 15.294 14.949 -0.705 -0.724 0.313
H 13.715 13.579 14.897 0.214 0.487 0.321
H 13.605 14.562 16.411 0.181 -0.152 0.324
F 14.001 12.448 6.523 -0.594 -0.337 0.674
C 13.312 11.838 7.519 0.423 -1.118 -0.741
F 13.313 10.498 7.253 0.144 0.601 0.061
F 13.984 12.005 8.650 -0.108 0.292 0.183
S 11.545 12.356 7.591 0.320 -0.090 -0.510
O 10.975 11.739 8.754 0.079 -0.001 0.068
O 11.063 11.951 6.299 -0.039 0.258 0.303
N 11.799 13.902 7.657 -0.569 0.318 -0.155
S 11.480 14.869 8.845 1.141 -1.061 1.016
O 12.280 16.040 8.731 0.310 0.712 -0.318
O 11.439 14.254 10.157 -0.505 0.172 -0.773
C 9.807 15.511 8.547 -0.503 -0.705 -0.322
F 9.703 16.293 7.472 0.153 -0.071 0.094
F 9.554 16.221 9.630 -0.763 0.612 0.431
F 8.874 14.535 8.420 0.464 0.365 0.146
C 10.382 6.843 12.627 -0.181 -0.283 -0.480
N 9.054 7.033 13.208 0.699 -0.181 0.117
C 8.655 5.900 14.034 0.231 0.348 0.809
C 8.811 8.320 13.717 0.435 -1.102 -0.726
N 9.653 9.264 13.746 -1.424 0.991 0.571
N 7.500 8.466 14.115 -0.600 1.061 0.579
C 7.271 9.784 14.724 -0.316 0.228 -0.426
C 6.501 8.108 13.115 -0.293 0.081 -0.161
H 10.437 5.793 12.330 0.016 0.149 -0.296
H 11.230 6.980 13.306 -0.100 0.266 0.241
H 10.523 7.489 11.741 -0.099 -0.314 0.462
H 9.264 5.805 14.961 0.092 -0.100 -0.584
H 8.693 5.001 13.445 0.253 -0.430 -0.180
H 7.650 5.977 14.412 -0.501 0.347 -0.116
H 10.563 8.993 13.502 1.516 -0.511 -0.332
H 7.863 9.849 15.628 0.069 0.112 0.168
H 6.204 9.912 14.967 0.383 -0.212 -0.067
H 7.595 10.611 14.058 -0.205 -0.359 0.266
H 6.595 7.046 12.832 -0.209 0.539 0.137
H 6.615 8.725 12.200 -0.099 -0.251 0.277
H 5.506 8.321 13.553 0.458 -0.319 -0.313
```
Positions in Å, forces in eV/Å.

LUMO energy	0.0789	Ha
energy above the lowest of the compared OMol25 structures with the same formula, charge and spin	0.0	kJ/mol
orbital gap	8.192	eV
net charge	-1

***

4.
This record from the OMol25 dataset describes a single C3H10N2S molecule. The level of theory is ωB97M-V with the def2-TZVPD basis set.

```
16
Properties=species:S:1:pos:R:3:forces:R:3
N 0.007 2.638 1.264 0.051 -1.037 0.992
C -0.474 1.818 0.139 1.122 0.649 -0.221
C -0.271 0.326 0.290 1.255 -1.300 0.094
N -1.356 -0.366 1.017 0.073 -0.077 -1.179
C 0.162 -0.356 -1.036 -2.270 -0.264 -0.901
S 1.022 -1.953 -0.928 0.349 0.209 0.112
H 0.989 2.379 1.357 0.234 0.514 -0.343
H -0.301 2.191 2.134 -0.654 0.398 -0.173
H 0.191 2.136 -0.664 -0.191 -0.016 -0.362
H -1.470 2.132 -0.172 -0.208 -0.314 0.255
H 0.634 0.074 0.868 -0.156 0.940 0.499
H -1.176 -1.348 0.820 -0.122 -0.179 0.611
H -2.222 -0.229 0.492 -0.030 0.299 0.153
H 0.703 0.273 -1.736 0.562 0.192 0.366
H -0.763 -0.563 -1.597 0.059 0.012 0.039
H 0.479 -2.377 0.217 -0.075 -0.026 0.057
```
Positions in Å, forces in eV/Å.

structure (SMILES)	NC[C@@H](N)CS
LUMO energy	0.0324	Ha
energy above the lowest of the compared OMol25 structures with the same formula, charge and spin	65.6	kJ/mol
orbital gap	10.093	eV

***

5.
This record from the OMol25 dataset describes a molecular structure, C18H24B2BeCl3F17LiMgN3O9S. The level of theory is ωB97M-V with the def2-TZVPD basis set.

```
80
Properties=species:S:1:pos:R:3:forces:R:3
C -2.424 0.547 -0.461 -0.429 -0.726 0.331
C -2.104 0.007 1.085 -0.677 0.102 -0.489
C -1.244 -1.388 1.034 -0.232 -0.255 0.030
C 0.194 -1.350 1.819 -1.326 -2.510 0.234
O 0.852 -0.034 1.756 4.645 0.322 -4.108
C 1.920 0.011 0.746 1.229 0.314 0.081
C 1.763 -0.553 -0.822 2.541 0.889 0.574
N 2.823 -0.487 -1.869 -2.408 0.882 5.382
N 4.012 0.075 -1.523 2.036 1.223 2.691
C 5.049 0.156 -2.669 -0.218 0.285 -0.889
C 5.018 1.695 -3.282 -0.093 5.143 3.655
O 4.958 2.816 -2.558 0.236 -7.418 -4.035
C 4.510 0.636 -0.216 -4.923 -1.107 1.727
C 3.438 0.634 1.070 -0.866 -1.908 -4.443
O 3.833 1.192 2.371 -0.269 -2.291 -3.282
N 4.096 2.507 2.098 0.926 -0.482 0.635
O 3.042 3.096 2.320 -0.704 3.368 1.008
H -3.329 -0.126 -0.840 1.972 1.648 0.543
H -2.740 1.692 -0.479 0.652 -2.589 0.069
H -1.503 0.357 -1.195 -1.933 0.533 1.636
H -1.608 0.876 1.696 -0.768 -1.903 -1.074
H -3.145 -0.259 1.590 2.272 0.828 -1.044
H -1.891 -2.239 1.552 1.606 1.758 -1.129
H -1.131 -1.716 -0.103 -0.104 0.662 2.314
H 0.959 -2.151 1.397 -1.797 1.523 1.190
H -0.006 -1.573 2.972 0.835 0.638 -2.592
H 0.720 -1.049 -1.127 2.700 1.190 0.631
H 6.123 -0.140 -2.283 -2.263 0.745 -0.721
H 4.723 -0.574 -3.539 0.567 1.443 2.040
H 5.034 1.803 -4.460 0.206 -0.511 2.160
H 5.573 1.089 -0.026 -2.144 -1.154 -0.976
Cl 4.566 2.363 -6.201 -0.815 -1.835 -4.249
F 4.173 1.336 -8.256 0.646 1.912 3.549
C -0.228 3.326 -2.785 0.974 -0.063 -0.346
Cl -1.813 3.760 -2.133 -0.518 0.279 0.038
Cl 0.688 2.348 -1.632 -0.078 0.255 -0.175
H -0.367 2.754 -3.706 -0.208 0.090 0.319
H 0.331 4.240 -2.999 -0.164 -0.241 0.116
C -6.513 7.016 -3.185 -0.379 0.537 0.443
C -4.997 7.127 -3.327 -0.428 -0.313 0.584
O -4.474 5.995 -2.635 0.197 0.815 -0.105
S -5.527 4.757 -2.771 -1.688 -2.295 0.076
O -5.086 3.906 -3.853 -0.425 1.339 1.678
O -5.821 4.260 -1.447 1.011 0.814 -2.032
O -6.805 5.624 -3.295 1.507 -0.347 -0.064
H -6.842 7.357 -2.198 0.261 0.207 -0.113
H -7.042 7.579 -3.959 -0.087 -0.284 0.020
H -4.606 8.054 -2.901 -0.024 0.073 1.015
H -4.693 7.051 -4.376 -0.006 -0.593 -0.820
Mg -4.118 9.038 -4.833 0.172 0.614 0.216
B -4.180 9.551 -0.391 -0.745 1.586 2.253
F -3.178 9.234 -1.396 -0.479 -0.436 -0.310
F -4.153 10.978 -0.112 0.072 -2.471 -0.830
F -5.496 9.178 -0.884 1.492 -0.038 -0.234
F -3.893 8.814 0.829 -0.137 0.542 -2.057
B 2.450 -3.113 4.185 0.366 -0.570 1.277
F 1.237 -3.533 3.501 1.037 0.475 0.375
F 3.229 -4.284 4.553 -1.080 1.529 -0.741
F 3.235 -2.266 3.302 -0.817 -0.420 0.338
F 2.098 -2.369 5.383 0.351 -0.749 -1.765
Li -1.972 5.896 -1.012 -0.368 0.174 0.190
Be 4.220 4.285 3.003 -0.950 -1.389 -0.869
C 0.630 -6.703 3.131 -0.396 1.102 0.062
C 0.995 -7.619 4.309 -0.932 0.024 0.159
C 2.377 -8.262 4.226 0.806 -0.442 0.547
F 2.515 -9.047 3.132 0.114 0.058 0.474
F 2.596 -9.066 5.301 -0.289 0.241 -0.015
F 0.019 -8.555 4.464 0.402 0.062 -0.065
F 0.953 -6.852 5.445 0.436 -0.204 -0.483
O -0.167 -7.291 2.097 1.258 -1.433 -0.801
C 0.558 -8.030 1.117 -0.053 1.966 0.937
C 0.222 -9.528 1.132 -0.160 -0.995 0.265
F 0.459 -10.085 2.346 -0.333 0.369 -0.569
F 0.984 -10.211 0.236 -0.058 0.548 -0.004
F 1.882 -7.785 1.262 -0.548 -0.338 -0.802
F 0.209 -7.496 -0.085 -0.083 -0.560 0.173
H -0.006 -5.910 3.542 0.095 -0.343 0.018
H 1.500 -6.172 2.727 -0.112 -0.329 0.219
H 3.165 -7.506 4.212 -0.159 0.188 -0.009
H -0.831 -9.695 0.885 0.058 0.247 -0.031
```
Positions in Å, forces in eV/Å.

LUMO energy	-0.4265	Ha
energy above the lowest of the compared OMol25 structures with the same formula, charge and spin	1158.8	kJ/mol
orbital gap	1.149	eV
net charge	+2

***

- Which of these has the highest LUMO energy?
  C30H43BF6N12O4S4Tl

***

- What is the formula in the fourth record?
  C3H10N2S

***

- The highest orbital gap belongs to which entry?
  C2H5NO3